Formula: C2H3NOS2
Source: the OMol25 dataset
Level of theory: ωB97M-V with the def2-TZVPD basis set

For the HOMO-LUMO gap, the calculation gives 9.13 eV. The total energy is -27328.663 eV. Its structure (SMILES) is O=C1NSCS1. Its spin multiplicity is 1.

Positions of all 9 atoms, in Å:
O  -2.567  -0.629  -0.033
C  -1.419  -0.296  -0.217
N  -0.326  -1.176  -0.132
S  1.385  -0.779  -0.215
C  1.056  1.005  0.167
S  -0.580  1.302  -0.239
H  -0.367  -2.282  0.353
H  1.219  1.436  1.134
H  1.598  1.418  -0.819

What are the Mulliken partial charges on each atom? They are as follows, in elementary charge units: number 1, O, carries -0.527; number 2, C, carries 0.588; number 3, N, carries -0.353; number 4, S, carries -0.026; number 5, C, carries -0.502; number 6, S, carries -0.185; number 7, H, carries 0.318; number 8, H, carries 0.401; number 9, H, carries 0.286

---

Formula: C3H5NO2
Source: the OMol25 dataset
Level of theory: ωB97M-V with the def2-TZVPD basis set

For the HOMO-LUMO gap, the calculation gives 9.91 eV. The total energy is -8773.719 eV. Its spin multiplicity is 1.

Positions of all 11 atoms, in Å:
O  0.254  1.580  -0.314
C  -0.009  0.512  0.581
C  -1.191  0.641  -0.208
N  0.103  -1.789  0.469
C  0.726  -0.722  0.140
O  1.711  -0.358  -0.640
H  1.278  0.832  -0.806
H  0.009  0.809  1.621
H  -2.137  1.004  0.210
H  -1.248  0.139  -1.170
H  0.504  -2.649  0.117

What are the Mulliken partial charges on each atom? They are as follows, in elementary charge units: number 1, O, carries -0.499; number 2, C, carries 0.226; number 3, C, carries -0.362; number 4, N, carries -0.647; number 5, C, carries 0.315; number 6, O, carries -0.629; number 7, H, carries 0.479; number 8, H, carries 0.366; number 9, H, carries 0.263; number 10, H, carries 0.241; number 11, H, carries 0.246

---

Formula: C6H8Cl2N2O
Source: the OMol25 dataset
Level of theory: ωB97M-V with the def2-TZVPD basis set

For the HOMO-LUMO gap (spin up / spin down), the calculation gives 9.26 / 6.00 eV. The total energy is -36419.720 eV. Its spin multiplicity is 1.

Positions of all 19 atoms, in Å:
C  -1.082  0.458  1.926
C  0.937  -0.227  0.676
C  1.425  -1.450  -1.312
C  -0.893  -1.486  -0.392
C  0.245  0.060  1.918
C  -0.592  3.074  -0.492
N  -2.245  0.587  2.051
N  0.427  -0.991  -0.312
O  2.113  0.195  0.557
Cl  0.219  2.227  -1.716
Cl  -2.044  2.546  0.219
H  2.276  -1.588  -0.717
H  0.799  -2.253  -1.757
H  1.457  -0.587  -2.089
H  -1.389  -1.409  0.510
H  -1.541  -0.989  -1.158
H  -0.856  -2.501  -0.583
H  0.764  0.465  2.760
H  -0.021  3.869  -0.090

What are the Mulliken partial charges on each atom? They are as follows, in elementary charge units: number 1, C, carries 0.354; number 2, C, carries 1.086; number 3, C, carries -0.924; number 4, C, carries -1.146; number 5, C, carries -0.697; number 6, C, carries -0.224; number 7, N, carries -0.529; number 8, N, carries 0.100; number 9, O, carries -0.671; number 10, Cl, carries -0.080; number 11, Cl, carries -0.100; number 12, H, carries 0.397; number 13, H, carries 0.330; number 14, H, carries 0.204; number 15, H, carries 0.510; number 16, H, carries 0.235; number 17, H, carries 0.424; number 18, H, carries 0.331; number 19, H, carries 0.399

---

Formula: H9O4S
Source: the OMol25 dataset
Level of theory: ωB97M-V with the def2-TZVPD basis set

For the HOMO-LUMO gap, the calculation gives 7.14 eV. The total energy is -19173.279 eV. As for the total charge: -1. Its spin multiplicity is 1.

Positions of all 14 atoms, in Å:
S  -1.826  -2.056  0.061
H  -1.820  -0.742  0.392
H  0.063  -2.076  1.200
H  0.714  -3.358  1.520
O  0.840  -2.433  1.718
H  -0.994  -0.130  -1.628
H  -0.236  0.502  -0.635
O  -0.667  0.752  -1.453
H  2.812  0.275  1.297
H  2.324  -1.173  1.597
O  3.126  -0.637  1.450
H  -1.383  2.963  -1.591
H  -1.670  4.428  -1.715
O  -1.283  3.687  -2.211

What are the Mulliken partial charges on each atom? They are as follows, in elementary charge units: number 1, S, carries -0.873; number 2, H, carries -0.037; number 3, H, carries 0.277; number 4, H, carries 0.274; number 5, O, carries -0.647; number 6, H, carries 0.294; number 7, H, carries 0.296; number 8, O, carries -0.603; number 9, H, carries 0.298; number 10, H, carries 0.388; number 11, O, carries -0.664; number 12, H, carries 0.323; number 13, H, carries 0.306; number 14, O, carries -0.633

---

Formula: C4H4Cl12
Source: the OMol25 dataset
Level of theory: ωB97M-V with the def2-TZVPD basis set

For the HOMO-LUMO gap, the calculation gives 11.39 eV. The total energy is -154481.667 eV. Its structure (SMILES) is ClC(Cl)Cl.ClC(Cl)Cl.ClC(Cl)Cl.ClC(Cl)Cl. Its spin multiplicity is 1.

Positions of all 20 atoms, in Å:
Cl  -8.674  -10.064  6.807
C  -7.921  -10.094  5.202
Cl  -9.031  -10.684  3.984
Cl  -6.436  -11.034  5.219
H  -7.689  -9.071  4.963
Cl  -7.124  -6.984  8.578
C  -8.284  -6.083  7.658
Cl  -9.899  -6.741  7.840
Cl  -7.814  -5.968  5.980
H  -8.313  -5.081  8.049
Cl  -4.227  -6.671  3.616
C  -5.357  -5.919  2.507
Cl  -6.978  -6.624  2.636
Cl  -4.767  -6.034  0.884
H  -5.434  -4.879  2.770
Cl  -11.239  -13.629  7.007
C  -11.951  -12.015  6.987
Cl  -12.996  -11.792  8.385
Cl  -12.839  -11.694  5.499
H  -11.152  -11.301  7.088

What are the Mulliken partial charges on each atom? They are as follows, in elementary charge units: number 1, Cl, carries -0.128; number 2, C, carries 0.405; number 3, Cl, carries -0.122; number 4, Cl, carries -0.124; number 5, H, carries -0.029; number 6, Cl, carries -0.106; number 7, C, carries -0.072; number 8, Cl, carries -0.107; number 9, Cl, carries -0.056; number 10, H, carries 0.347; number 11, Cl, carries -0.115; number 12, C, carries 0.072; number 13, Cl, carries -0.130; number 14, Cl, carries -0.115; number 15, H, carries 0.279; number 16, Cl, carries -0.121; number 17, C, carries 0.513; number 18, Cl, carries -0.135; number 19, Cl, carries -0.119; number 20, H, carries -0.138

---

Formula: C5H6ClIN2
Source: the OMol25 dataset
Level of theory: ωB97M-V with the def2-TZVPD basis set

For the HOMO-LUMO gap, the calculation gives 8.55 eV. The total energy is -28881.986 eV. Its spin multiplicity is 1.

Positions of all 15 atoms, in Å:
C  -1.663  1.217  1.430
C  -1.790  1.228  0.007
C  -0.476  0.577  1.691
C  0.924  -1.267  -1.620
C  1.539  -0.815  -0.360
N  -0.788  0.537  -0.515
N  -0.075  0.156  0.499
Cl  2.027  -1.787  1.015
I  2.925  0.834  -0.578
H  -2.085  1.763  2.214
H  -2.628  1.749  -0.497
H  -0.157  -0.030  2.607
H  1.665  -1.795  -2.340
H  0.469  -0.440  -2.185
H  0.113  -1.928  -1.368

What are the Mulliken partial charges on each atom? They are as follows, in elementary charge units: number 1, C, carries -0.562; number 2, C, carries -0.286; number 3, C, carries -0.282; number 4, C, carries -1.087; number 5, C, carries 0.344; number 6, N, carries -0.614; number 7, N, carries 0.329; number 8, Cl, carries -0.095; number 9, I, carries 0.174; number 10, H, carries 0.388; number 11, H, carries 0.350; number 12, H, carries 0.262; number 13, H, carries 0.313; number 14, H, carries 0.401; number 15, H, carries 0.365

---

Formula: C29H27Cl52FN2O6P3S
Source: the OMol25 dataset
Level of theory: ωB97M-V with the def2-TZVPD basis set

For the HOMO-LUMO gap, the calculation gives 7.54 eV. The total energy is -738353.389 eV. As for the total charge: +1. Its spin multiplicity is 1.

Positions of all 121 atoms, in Å:
C  2.914  3.088  0.969
C  1.924  1.946  0.800
N  2.290  1.019  -0.325
C  1.112  0.132  -0.576
O  0.238  0.958  -1.280
C  -1.024  1.185  -0.737
O  -1.362  2.307  -0.604
C  -1.856  0.030  -0.360
C  -1.831  -1.186  -1.048
C  -2.576  -2.283  -0.623
C  -3.364  -2.159  0.523
C  -3.422  -0.936  1.179
C  -2.681  0.163  0.764
C  1.391  -1.142  -1.404
F  0.970  -0.912  -2.683
C  2.807  -1.698  -1.327
P  3.027  -3.004  -2.621
O  1.844  -4.028  -2.183
O  4.412  -3.750  -2.346
S  2.822  -2.486  -4.439
C  3.956  -0.654  -1.183
P  4.441  0.218  -2.763
C  5.743  1.473  -2.415
C  3.040  1.057  -3.614
P  5.551  -1.435  -0.486
O  6.490  -1.774  -1.772
O  4.995  -2.839  0.113
C  3.575  0.296  -0.025
N  3.576  -0.420  1.235
H  3.454  3.309  0.052
H  3.678  2.803  1.688
H  2.432  3.970  1.368
H  0.948  2.372  0.595
H  1.817  1.393  1.724
H  2.472  1.649  -1.111
H  0.707  -0.150  0.394
H  -1.199  -1.279  -1.917
H  -2.501  -3.202  -1.178
H  -3.918  -3.016  0.858
H  -4.061  -0.816  2.049
H  -2.741  1.108  1.280
H  0.734  -1.908  -0.998
H  2.844  -2.261  -0.391
H  2.182  -4.899  -1.949
H  4.301  -4.638  -1.990
H  6.219  1.660  -3.370
H  6.487  1.057  -1.748
H  5.367  2.429  -2.054
H  2.720  0.475  -4.468
H  2.148  1.267  -3.038
H  3.422  1.994  -4.010
H  7.323  -1.326  -1.597
H  5.736  -3.445  0.239
H  4.385  1.013  0.027
H  2.676  -0.818  1.478
H  3.849  0.195  1.993
C  -7.841  -0.083  2.604
Cl  -8.957  -1.078  1.671
Cl  -8.098  1.620  2.227
Cl  -8.090  -0.358  4.327
Cl  -6.169  -0.521  2.174
C  7.799  3.529  2.988
Cl  9.472  3.461  2.442
Cl  6.860  4.560  1.899
Cl  7.114  1.895  2.979
Cl  7.729  4.178  4.623
C  -4.943  2.091  -2.979
Cl  -5.661  3.548  -2.287
Cl  -6.207  1.004  -3.544
Cl  -3.893  2.536  -4.328
Cl  -3.959  1.314  -1.730
C  -0.078  -3.500  3.360
Cl  -1.077  -2.840  2.053
Cl  0.005  -5.260  3.254
Cl  1.581  -2.871  3.259
Cl  -0.786  -3.025  4.900
C  0.064  3.033  -5.470
Cl  0.152  2.412  -3.811
Cl  1.692  3.258  -6.118
Cl  -0.813  1.879  -6.470
Cl  -0.782  4.581  -5.462
C  -2.658  -7.068  0.673
Cl  -1.175  -6.239  0.168
Cl  -3.032  -8.336  -0.503
Cl  -2.420  -7.798  2.260
Cl  -3.979  -5.905  0.757
C  -1.809  5.553  0.606
Cl  -0.757  5.757  -0.799
Cl  -1.941  7.077  1.480
Cl  -3.409  5.025  0.083
Cl  -1.121  4.324  1.692
C  4.107  -4.052  6.101
Cl  3.618  -2.422  6.567
Cl  2.696  -4.969  5.575
Cl  5.246  -3.927  4.758
Cl  4.887  -4.862  7.457
C  -3.216  8.803  -3.051
Cl  -4.838  9.364  -3.454
Cl  -3.307  7.607  -1.754
Cl  -2.477  8.061  -4.476
Cl  -2.230  10.169  -2.523
C  7.271  -0.629  6.728
Cl  8.091  -2.170  6.983
Cl  8.443  0.687  6.796
Cl  6.504  -0.651  5.130
Cl  6.050  -0.411  7.984
C  -7.801  -7.974  -0.573
Cl  -8.696  -9.129  -1.560
Cl  -8.207  -6.327  -1.073
Cl  -8.225  -8.193  1.126
Cl  -6.063  -8.231  -0.779
C  -9.570  0.611  -6.404
Cl  -8.568  0.876  -7.832
Cl  -9.811  2.142  -5.559
Cl  -11.130  -0.051  -6.888
Cl  -8.758  -0.530  -5.323
C  -3.596  3.229  4.569
Cl  -4.605  2.276  3.473
Cl  -3.775  4.941  4.194
Cl  -4.083  2.926  6.233
Cl  -1.900  2.757  4.357

Here are the Mulliken charges for atoms 1 to 99, given in e: number 1, C, carries -1.442; number 2, C, carries -0.185; number 3, N, carries 0.233; number 4, C, carries -0.726; number 5, O, carries -0.010; number 6, C, carries -0.772; number 7, O, carries 0.010; number 8, C, carries 0.752; number 9, C, carries -0.267; number 10, C, carries -0.408; number 11, C, carries -1.359; number 12, C, carries -0.470; number 13, C, carries -0.107; number 14, C, carries -0.921; number 15, F, carries -0.224; number 16, C, carries -1.337; number 17, P, carries 0.367; number 18, O, carries -0.382; number 19, O, carries -0.446; number 20, S, carries -0.409; number 21, C, carries 1.867; number 22, P, carries 0.313; number 23, C, carries -1.215; number 24, C, carries -0.094; number 25, P, carries 0.087; number 26, O, carries -0.556; number 27, O, carries -0.390; number 28, C, carries -2.425; number 29, N, carries -0.032; number 30, H, carries 0.294; number 31, H, carries 0.423; number 32, H, carries 0.391; number 33, H, carries 0.087; number 34, H, carries 0.528; number 35, H, carries 0.684; number 36, H, carries 0.531; number 37, H, carries 1.077; number 38, H, carries 0.563; number 39, H, carries 0.238; number 40, H, carries 0.877; number 41, H, carries 0.307; number 42, H, carries 0.647; number 43, H, carries 0.872; number 44, H, carries 0.244; number 45, H, carries 0.317; number 46, H, carries 0.440; number 47, H, carries 0.333; number 48, H, carries 0.337; number 49, H, carries 0.438; number 50, H, carries -0.771; number 51, H, carries 0.547; number 52, H, carries 0.366; number 53, H, carries 0.310; number 54, H, carries 1.313; number 55, H, carries 0.049; number 56, H, carries 0.351; number 57, C, carries 0.303; number 58, Cl, carries -0.093; number 59, Cl, carries -0.089; number 60, Cl, carries -0.098; number 61, Cl, carries -0.079; number 62, C, carries 0.287; number 63, Cl, carries -0.089; number 64, Cl, carries -0.115; number 65, Cl, carries -0.036; number 66, Cl, carries -0.084; number 67, C, carries 0.173; number 68, Cl, carries -0.129; number 69, Cl, carries -0.042; number 70, Cl, carries -0.072; number 71, Cl, carries -0.004; number 72, C, carries 0.123; number 73, Cl, carries 0.098; number 74, Cl, carries -0.070; number 75, Cl, carries 0.010; number 76, Cl, carries -0.107; number 77, C, carries 0.168; number 78, Cl, carries 0.061; number 79, Cl, carries -0.123; number 80, Cl, carries -0.096; number 81, Cl, carries -0.034; number 82, C, carries 0.317; number 83, Cl, carries -0.036; number 84, Cl, carries -0.111; number 85, Cl, carries -0.089; number 86, Cl, carries -0.058; number 87, C, carries 0.039; number 88, Cl, carries -0.057; number 89, Cl, carries -0.052; number 90, Cl, carries 0.012; number 91, Cl, carries -0.006; number 92, C, carries 0.249; number 93, Cl, carries -0.077; number 94, Cl, carries -0.042; number 95, Cl, carries -0.079; number 96, Cl, carries -0.093; number 97, C, carries 0.246; number 98, Cl, carries -0.095; number 99, Cl, carries 0.015